No. 1
Density functional theory data (ωB97M-V with the def2-TZVPD basis set) for C4H8O3 in the gas phase.

Calculated values
Structure (SMILES)   C[C@@H](O)COC=O
Max |F|   0.5 eV Å⁻¹
Gap between HOMO and LUMO   11.17 eV
HOMO energy   -0.378 Ha
LUMO energy   0.874 eV

Geometry as XYZ:
```
15
Properties=species:S:1:pos:R:3:forces:R:3:mulliken_charge:R:1
C -1.556 1.064 -0.793 0.0 0.0 0.0 -1.52
C -0.386 0.558 0.037 0.0 0.0 -0.4 0.64
O -0.749 0.669 1.393 0.2 0.0 0.2 -0.57
C -0.025 -0.893 -0.335 -0.2 0.0 0.0 -0.61
O 1.389 -1.099 -0.550 0.1 0.0 0.1 -0.30
C 2.174 -0.923 0.504 0.0 0.1 0.3 0.17
O 1.817 -0.584 1.609 0.1 -0.2 -0.5 -0.53
H -2.426 0.409 -0.675 0.1 0.1 0.0 0.35
H -1.285 1.103 -1.853 0.0 0.0 0.2 0.40
H -1.835 2.067 -0.463 0.0 -0.1 0.0 0.36
H 0.496 1.182 -0.184 -0.1 -0.1 0.1 0.18
H 0.010 0.340 1.900 -0.1 0.1 0.0 0.39
H -0.471 -1.201 -1.283 0.1 0.1 0.1 0.32
H -0.369 -1.562 0.461 0.0 0.1 -0.1 0.35
H 3.217 -1.132 0.231 -0.1 0.0 0.1 0.37
```
Forces are in eV/Å.


No. 2
Density functional theory data (ωB97M-V with the def2-TZVPD basis set) for a molecular structure, C7H27BClN7O4V in a non-equilibrium geometry.

Calculated values
<S²>   3.75
Max |F|   5.5 eV Å⁻¹
Spin multiplicity   4
Gap between HOMO and LUMO (alpha / beta)   6.20 / 7.74 eV
HOMO energy (alpha / beta)   -0.222 / -0.279 Ha
LUMO energy (alpha / beta)   0.164 / 0.162 eV

Geometry as XYZ:
```
48
Properties=species:S:1:pos:R:3:forces:R:3:mulliken_charge:R:1
V -0.049 -0.888 0.091 -1.4 -0.2 0.8 0.64
B 1.792 -0.809 -1.251 1.0 0.2 -0.8 1.65
H 1.134 -0.834 -2.105 -2.3 0.0 -3.4 -0.48
H 2.833 -0.814 -1.534 3.8 0.0 -1.1 -0.18
H 1.619 0.085 -0.672 -0.5 3.2 2.1 -1.00
H 1.650 -1.712 -0.677 -0.6 -3.4 2.3 -0.01
Cl 0.191 -2.656 1.969 -0.1 0.5 -0.6 -0.63
C 0.998 3.231 1.711 0.6 -1.8 0.8 -1.59
C 1.370 1.733 1.505 0.4 0.5 0.8 0.54
C 2.283 1.355 2.667 0.1 -1.0 -0.1 -1.37
O 2.583 -0.063 2.672 1.4 1.8 -1.1 -0.30
C 3.715 -0.272 1.791 0.4 -0.9 0.2 -0.65
N 0.211 0.810 1.540 0.2 0.6 0.7 -0.20
H 0.792 3.285 2.780 -1.1 0.3 0.0 0.39
H 0.178 3.491 1.041 0.3 0.6 0.2 0.37
H 1.923 3.806 1.704 -0.2 0.4 -1.0 0.41
H 1.928 1.646 0.573 -0.2 -0.3 -0.1 0.07
H 1.849 1.567 3.643 -0.5 0.0 0.0 0.42
H 3.162 1.998 2.619 0.5 -0.3 0.0 0.54
H 4.478 0.503 1.870 -0.1 0.3 0.4 0.36
H 3.548 -0.382 0.720 -1.0 0.2 0.0 0.11
H 4.208 -1.204 2.069 -0.2 -0.1 0.3 0.25
H 0.291 0.267 2.388 0.5 -0.8 0.2 0.37
H -0.565 1.388 1.829 -0.8 0.1 -0.8 0.23
C -0.939 -2.994 -2.368 2.8 -0.3 1.4 0.45
O -0.903 -2.097 -1.547 -1.9 1.3 0.5 -0.69
N 0.166 -3.493 -2.833 4.8 -0.4 -1.5 -0.32
N -1.924 -3.726 -2.780 -5.1 -0.5 -0.1 -0.45
H 0.259 -4.331 -3.388 -0.2 0.4 0.1 0.16
H 0.999 -2.935 -2.707 0.1 -0.2 0.2 0.23
H -2.757 -3.478 -2.264 -0.4 -0.8 -0.3 0.27
H -1.766 -4.673 -3.094 -0.3 0.4 0.2 0.18
C -0.665 1.777 -1.769 -0.7 -1.1 -0.6 0.31
O -0.778 0.888 -0.987 -1.9 -2.1 3.1 -0.14
N -1.583 2.590 -2.194 -3.0 2.6 0.2 -0.41
N 0.351 1.791 -2.544 4.9 0.3 -2.5 -0.31
H -1.202 3.251 -2.856 -1.3 0.3 0.1 0.15
H -2.463 2.633 -1.700 0.2 0.7 -0.3 0.22
H 0.887 0.955 -2.365 1.2 0.2 -0.3 0.09
H 0.739 2.661 -2.880 0.3 -0.5 -0.2 0.25
C -3.303 -0.608 1.033 1.0 -0.1 0.6 0.42
O -2.115 -0.681 0.782 0.2 -0.4 0.0 -0.32
N -3.859 -1.079 2.165 -0.2 -0.7 1.3 -0.43
N -4.178 -0.019 0.227 -1.6 1.2 -1.5 -0.40
H -4.808 -0.875 2.441 0.3 -0.2 -0.2 0.14
H -3.307 -1.680 2.760 0.1 0.2 -0.1 0.27
H -3.874 0.374 -0.652 0.1 -0.1 0.4 0.22
H -5.095 0.214 0.580 0.2 -0.1 -0.4 0.16
```
Forces are in eV/Å.


No. 3
Density functional theory data (ωB97M-V with the def2-TZVPD basis set) for 2 unconnected molecules or ions with the total composition C3H11N3O.

Calculated values
Structure (SMILES)   N/C=N\N.CCO
Max |F|   0.9 eV Å⁻¹
Gap between HOMO and LUMO   8.63 eV
HOMO energy   -0.287 Ha
LUMO energy   0.826 eV

Geometry as XYZ:
```
18
Properties=species:S:1:pos:R:3:forces:R:3:mulliken_charge:R:1
N 1.418 1.089 -0.998 0.2 -0.1 -0.5 -0.53
C 0.328 1.580 -0.309 -0.4 0.7 -0.4 0.08
N -0.746 2.093 -0.774 0.1 0.1 0.3 -0.37
N -0.927 2.248 -2.142 0.5 0.0 0.3 -0.41
H 1.282 0.866 -1.972 0.0 0.1 0.0 0.19
H 1.927 0.358 -0.520 -0.2 0.1 0.1 0.29
H 0.464 1.702 0.759 -0.1 -0.4 0.0 0.39
H -1.905 2.436 -2.320 0.4 -0.4 -0.2 0.24
H -0.468 1.569 -2.749 -0.5 0.1 0.1 0.14
C -1.034 -1.422 1.466 0.4 0.1 -0.2 -1.00
C 0.244 -1.938 0.825 0.7 0.4 0.4 -0.25
O 1.368 -1.004 0.945 -0.7 -0.6 0.1 -0.50
H -1.820 -2.166 1.365 -0.1 0.0 0.0 0.34
H -0.879 -1.225 2.526 0.0 0.0 0.1 0.32
H -1.349 -0.497 0.988 -0.1 0.1 0.0 0.26
H 0.552 -2.881 1.295 -0.1 0.0 -0.2 0.27
H 0.111 -2.089 -0.248 0.1 0.0 0.1 0.27
H 1.433 -0.720 1.864 -0.1 -0.1 -0.1 0.27
```
Forces are in eV/Å.


No. 4
Density functional theory data (ωB97M-V with the def2-TZVPD basis set) for a molecular structure, C25H26Br2N7O4SSeTi in a non-equilibrium geometry.

Calculated values
<S²>   0.76
Max |F|   2.7 eV Å⁻¹
Spin multiplicity   2
Gap between HOMO and LUMO (alpha / beta)   6.70 / 6.54 eV
HOMO energy (alpha / beta)   -0.466 / -0.468 Ha
Total charge   +2
LUMO energy (alpha / beta)   -5.972 / -6.192 eV

Geometry as XYZ:
```
67
Properties=species:S:1:pos:R:3:forces:R:3:mulliken_charge:R:1
Ti 0.136 1.040 -0.646 1.7 -1.4 1.5 -0.75
O -2.643 3.483 1.098 -0.3 0.3 0.3 -0.46
C -1.939 2.674 0.383 -0.5 -0.2 -0.6 -0.01
O -0.710 2.592 0.434 0.0 0.5 0.4 -0.45
C -2.634 1.851 -0.648 0.1 0.1 0.2 0.53
C -3.963 1.789 -0.989 -0.4 0.1 0.0 -0.55
C -4.315 0.968 -2.060 -0.2 0.1 0.0 -0.60
C -3.344 0.260 -2.758 -0.1 -0.1 -0.2 -0.72
C -2.033 0.373 -2.346 0.2 0.2 0.2 0.55
N -1.720 1.140 -1.301 -1.6 0.1 -1.0 1.26
C -0.784 -0.269 -2.927 0.1 0.4 0.4 -0.07
O -0.797 -1.140 -3.740 0.1 -0.1 -0.2 -0.61
O 0.306 0.281 -2.355 -0.6 -0.5 -1.4 -0.46
H -2.084 3.900 1.778 -0.1 0.1 0.0 0.44
H -4.699 2.369 -0.447 0.0 0.0 -0.1 0.62
H -5.353 0.897 -2.365 0.1 0.0 0.0 0.51
H -3.593 -0.361 -3.609 0.0 0.0 0.0 0.63
Br 3.128 6.678 -2.706 0.1 0.2 0.0 -0.08
C 2.294 5.087 -2.225 0.2 0.1 0.0 -0.20
C 1.105 4.717 -2.822 -0.2 -0.1 -0.1 -0.94
C 0.537 3.524 -2.432 0.1 -0.2 0.0 -0.36
N 1.078 2.727 -1.504 0.3 0.7 -0.2 0.66
C 2.233 3.096 -0.928 0.1 -0.3 0.2 0.44
C 2.873 4.268 -1.271 0.2 0.0 0.1 -0.83
C 2.767 2.146 0.100 -0.2 0.1 -0.4 1.13
C 3.916 2.404 0.808 0.2 0.2 0.0 -0.85
C 4.343 1.473 1.742 0.1 0.1 0.0 -0.23
Br 5.887 1.795 2.721 0.2 0.0 0.1 -0.09
C 3.619 0.316 1.942 -0.1 -0.2 0.1 -0.88
C 2.473 0.133 1.200 -0.1 0.1 -0.2 -0.24
N 2.046 1.019 0.286 0.6 0.3 0.5 0.70
H 0.634 5.336 -3.574 0.0 -0.1 0.0 0.46
H -0.380 3.178 -2.885 -0.1 0.0 0.0 0.53
H 3.814 4.551 -0.823 -0.1 0.0 0.0 0.53
H 4.482 3.311 0.652 0.0 -0.1 0.0 0.52
H 3.933 -0.427 2.663 0.0 0.0 -0.1 0.49
H 1.857 -0.745 1.316 -0.1 -0.1 0.0 0.43
C 2.285 -3.008 -2.927 -0.3 0.1 0.1 -1.15
N 1.443 -2.246 -1.993 -0.1 -0.4 0.2 0.14
C 0.464 -2.631 -1.178 0.1 -0.2 -0.2 0.43
S -0.306 -1.485 -0.075 0.2 -0.5 -0.1 -0.24
N 0.007 -3.883 -1.082 0.2 0.0 0.0 -0.19
C 0.266 -5.094 -1.878 0.0 0.3 0.2 -1.07
H 3.175 -2.416 -3.116 0.0 0.1 0.0 0.35
H 1.780 -3.183 -3.876 0.0 0.0 0.0 0.35
H 2.606 -3.945 -2.494 0.0 -0.2 0.1 0.44
H 1.456 -1.250 -2.129 0.1 0.2 0.0 0.20
H -0.655 -3.988 -0.333 -0.1 0.0 0.0 0.23
H 0.374 -4.860 -2.926 0.0 0.1 -0.2 0.37
H -0.603 -5.737 -1.778 0.0 0.0 0.0 0.35
H 1.140 -5.639 -1.525 0.1 0.0 0.0 0.34
C 0.520 -1.023 4.710 -0.3 -0.1 -0.1 -0.97
N -0.738 -1.577 4.203 0.4 -0.1 0.3 0.17
C -1.327 -2.745 4.676 0.3 0.3 0.0 -0.46
C -2.445 -2.936 3.956 -0.2 0.2 -0.3 -0.49
N -2.524 -1.887 3.051 -0.4 -0.2 -0.3 0.24
C -3.581 -1.701 2.054 0.2 -0.1 0.2 -0.72
C -1.478 -1.059 3.206 0.0 -0.3 0.0 -0.09
Se -1.189 0.519 2.255 0.1 0.2 0.2 -0.11
H 0.529 -1.095 5.794 0.0 0.0 0.0 0.37
H 0.582 0.018 4.414 0.0 0.1 0.0 0.33
H 1.367 -1.574 4.304 0.0 0.0 0.0 0.32
H -0.901 -3.321 5.482 0.0 0.1 -0.1 0.50
H -3.191 -3.712 4.011 0.0 0.1 0.0 0.46
H -4.277 -2.531 2.137 0.0 0.0 0.0 0.31
H -3.145 -1.677 1.058 0.0 0.0 0.0 0.23
H -4.104 -0.766 2.241 0.0 0.0 0.0 0.31
```
Forces are in eV/Å.


No. 5
Density functional theory data (ωB97M-V with the def2-TZVPD basis set) for C4H8ClNO5S2 in the gas phase in a non-equilibrium geometry.

Calculated values
Max |F|   4.2 eV Å⁻¹
Gap between HOMO and LUMO (alpha / beta)   7.28 / 5.99 eV
HOMO energy (alpha / beta)   -0.342 / -0.330 Ha
LUMO energy (alpha / beta)   -2.028 / -2.985 eV

Geometry as XYZ:
```
21
Properties=species:S:1:pos:R:3:forces:R:3:mulliken_charge:R:1
C 0.802 -0.764 0.618 0.2 -2.5 0.5 0.40
C -2.625 -0.510 0.934 -2.0 2.8 -0.9 -0.93
C 1.213 2.196 0.403 2.7 1.2 3.0 -0.95
C -0.123 -1.262 -0.371 -0.7 1.8 -1.1 0.07
N 0.040 -2.015 -1.457 -0.1 0.3 -0.4 -0.38
O 0.446 -0.355 1.703 -0.1 0.6 0.2 -0.59
O -1.236 1.140 -0.689 0.1 0.3 0.6 -0.63
O -2.323 -0.796 -1.699 0.2 0.0 1.2 -0.75
O 2.517 1.003 -1.402 -0.1 -0.9 -0.9 -0.56
O 3.406 0.820 0.905 -1.3 -0.5 -0.4 -0.52
S -1.649 -0.219 -0.537 -1.2 -1.3 -1.3 1.25
S 2.266 0.808 0.000 1.4 2.5 0.4 1.08
Cl 2.264 -1.962 0.488 0.2 -0.4 0.3 -0.24
H -1.977 -0.826 1.639 2.4 -1.4 2.3 0.37
H -2.980 0.502 1.434 0.2 -2.0 -1.7 0.33
H -3.360 -1.299 0.726 0.0 0.7 0.0 0.35
H 1.036 2.278 1.497 -0.3 -0.5 -0.9 0.32
H 1.790 3.089 0.150 0.5 -0.3 -0.1 0.41
H 0.421 2.217 -0.220 -2.8 -0.3 -1.6 0.38
H 0.840 -1.947 -2.061 1.1 -0.3 0.6 0.25
H -0.769 -2.096 -2.061 -0.6 0.2 0.3 0.33
```
Forces are in eV/Å.


No. 6
Density functional theory data (ωB97M-V with the def2-TZVPD basis set) for C6H4O in the gas phase.

Calculated values
Max |F|   0.7 eV Å⁻¹
Gap between HOMO and LUMO (alpha / beta)   7.90 / 7.90 eV
HOMO energy (alpha / beta)   -0.326 / -0.326 Ha
LUMO energy (alpha / beta)   -0.981 / -0.982 eV

Geometry as XYZ:
```
11
Properties=species:S:1:pos:R:3:forces:R:3:mulliken_charge:R:1
C -0.383 1.252 0.321 0.6 0.2 0.1 0.05
C -1.207 1.368 -0.907 -0.1 -0.4 0.3 -0.73
C -1.599 0.435 -0.007 0.0 0.0 -0.3 0.07
C -0.632 -0.195 0.872 -0.1 -0.2 0.1 0.05
C 0.602 -0.624 0.296 0.0 0.2 0.0 -0.47
C 0.817 -0.912 -1.130 -0.1 0.2 0.0 0.04
O -0.062 -0.979 -1.962 0.2 -0.1 0.3 -0.46
H 0.028 1.986 1.007 0.0 -0.3 -0.1 0.37
H -0.851 -0.351 1.927 0.0 0.1 -0.3 0.38
H 1.403 -0.922 0.979 -0.2 0.1 -0.2 0.36
H 1.886 -1.058 -1.398 -0.2 0.0 0.0 0.33
```
Forces are in eV/Å.


No. 7
Density functional theory data (ωB97M-V with the def2-TZVPD basis set) for 2 unconnected molecules or ions with the total composition CH7N2S2.

Calculated values
Max |F|   0.3 eV Å⁻¹
Gap between HOMO and LUMO   9.44 eV
HOMO energy   -0.480 Ha
Total charge   +1
LUMO energy   -3.623 eV

Geometry as XYZ:
```
12
Properties=species:S:1:pos:R:3:forces:R:3:mulliken_charge:R:1
N 2.226 -1.122 0.859 0.0 0.0 0.0 -0.31
C 1.267 -0.704 0.073 -0.1 0.0 0.1 0.31
N 0.066 -0.373 0.456 0.1 0.0 0.0 -0.17
H 2.110 -1.212 1.856 0.0 0.0 0.1 0.23
H 3.124 -1.361 0.473 0.1 0.0 0.0 0.25
H 1.492 -0.638 -0.981 0.0 0.0 -0.1 0.32
H -0.612 -0.055 -0.246 -0.1 0.0 0.0 0.07
H -0.213 -0.412 1.427 0.0 0.0 0.0 0.23
S -2.176 0.692 -1.810 0.0 0.2 0.2 -0.28
S -3.355 1.751 -0.471 0.0 -0.1 -0.2 -0.05
H -1.401 1.712 -2.217 0.0 0.0 -0.1 0.25
H -2.527 1.721 0.580 0.1 0.0 0.1 0.14
```
Forces are in eV/Å.


No. 8
Density functional theory data (ωB97M-V with the def2-TZVPD basis set) for a molecular structure, C32H32ClInN3O3PS.

Calculated values
Max |F|   0.1 eV Å⁻¹
Gap between HOMO and LUMO   7.64 eV
HOMO energy   -0.484 Ha
Total charge   +2
LUMO energy   -5.537 eV

Geometry as XYZ:
```
74
Properties=species:S:1:pos:R:3:forces:R:3:mulliken_charge:R:1
In 0.964 0.714 0.078 0.1 0.0 0.0 1.64
C 2.138 3.602 1.598 0.0 0.0 0.0 -1.44
C 1.811 3.025 2.971 0.0 0.0 0.0 0.43
C 0.395 3.397 3.407 0.0 0.0 0.0 -1.36
C 2.058 1.513 3.028 0.0 0.0 0.0 -0.29
C 1.967 0.931 4.442 0.0 0.0 0.0 -0.66
O 0.814 0.058 4.389 0.0 0.0 0.0 -0.44
C 0.382 0.003 3.140 0.0 0.0 0.0 0.92
N 1.024 0.737 2.293 0.0 0.0 0.0 0.02
C -0.789 -0.899 2.972 0.0 0.0 0.0 0.03
C -1.496 -1.151 4.151 0.0 0.0 0.0 -1.13
C -2.572 -2.022 4.178 0.0 0.0 0.0 -0.87
C -2.948 -2.691 3.027 0.0 0.0 0.0 -0.80
C -2.262 -2.451 1.849 0.0 0.0 0.0 -0.38
C -1.200 -1.550 1.793 0.0 0.0 0.0 0.41
P -0.465 -1.365 0.146 0.0 0.0 0.1 1.00
C 0.344 -2.918 -0.286 -0.1 0.0 0.0 1.00
C -0.305 -3.916 -1.010 0.0 0.0 0.0 -0.24
C 0.343 -5.119 -1.252 0.0 0.0 0.0 -0.78
C 1.629 -5.329 -0.774 0.0 0.0 0.0 -0.63
C 2.278 -4.338 -0.047 0.0 0.0 0.0 -0.59
C 1.636 -3.133 0.199 0.0 0.0 0.0 -1.02
C -1.812 -1.012 -1.002 0.1 0.0 0.0 0.75
C -1.573 -1.164 -2.369 0.0 0.0 0.0 -0.79
C -2.533 -0.768 -3.285 0.0 0.0 0.0 -0.92
C -3.726 -0.207 -2.845 0.0 0.0 0.0 -0.55
C -3.958 -0.038 -1.488 0.0 0.0 0.0 -0.83
C -3.001 -0.432 -0.564 0.0 0.0 0.0 -0.77
H 2.077 4.689 1.618 0.0 0.0 0.0 0.51
H 1.415 3.275 0.842 0.0 0.0 0.0 0.19
H 3.142 3.327 1.269 0.0 0.0 0.0 0.34
H 2.523 3.449 3.687 0.0 0.0 0.0 0.38
H -0.339 3.047 2.679 0.0 0.0 0.0 0.11
H 0.301 4.479 3.484 0.0 0.0 0.0 0.48
H 0.136 2.982 4.383 0.0 0.0 0.0 0.37
H 3.034 1.297 2.587 0.0 0.0 0.0 0.56
H 1.778 1.683 5.204 0.0 0.0 0.0 0.38
H 2.823 0.326 4.731 0.0 0.0 0.0 0.32
H -1.190 -0.661 5.062 0.0 0.0 0.0 0.60
H -3.100 -2.187 5.107 0.0 0.0 0.0 0.44
H -3.770 -3.393 3.042 0.0 0.0 0.0 0.48
H -2.565 -2.972 0.949 0.0 0.0 0.0 0.49
H -1.307 -3.757 -1.389 0.0 0.0 0.0 0.44
H -0.162 -5.897 -1.808 0.0 0.0 0.0 0.47
H 2.127 -6.271 -0.961 0.0 0.0 0.0 0.44
H 3.275 -4.509 0.336 0.0 0.0 0.0 0.48
H 2.135 -2.368 0.787 0.0 0.0 0.0 0.47
H -0.639 -1.589 -2.719 0.0 0.0 0.0 0.48
H -2.353 -0.895 -4.344 0.0 0.0 0.0 0.47
H -4.474 0.102 -3.564 0.0 0.0 0.0 0.49
H -4.888 0.395 -1.146 0.0 0.0 0.0 0.49
H -3.188 -0.293 0.494 0.0 0.0 0.0 0.43
Cl -3.320 3.321 -5.368 0.0 0.0 0.0 -0.19
C -2.070 2.752 -4.322 0.0 0.0 0.0 0.01
C -0.909 2.184 -4.872 0.0 0.0 0.0 -0.62
C 0.085 1.688 -4.068 0.0 0.0 0.0 -0.67
C -0.019 1.729 -2.664 0.0 0.0 0.0 0.71
O 0.955 1.221 -1.947 0.0 0.0 0.0 -0.43
C -1.179 2.338 -2.115 0.0 0.0 -0.1 1.29
C -1.390 2.514 -0.726 -0.1 -0.1 0.0 -0.49
O -0.667 2.125 0.221 0.0 0.0 0.0 -0.52
C -2.194 2.839 -2.969 0.0 0.0 0.0 -1.22
H -0.810 2.136 -5.949 0.0 0.0 0.0 0.48
H 0.973 1.247 -4.500 0.0 0.0 0.0 0.41
H -2.297 3.057 -0.439 0.0 0.0 0.0 0.41
H -3.076 3.291 -2.532 0.0 0.0 0.0 0.47
N 4.310 0.932 -2.476 0.0 0.0 0.0 -0.33
C 3.653 0.070 -1.727 0.0 -0.1 0.0 0.61
N 3.234 -1.076 -2.233 0.0 0.0 0.0 -0.25
S 3.456 0.419 -0.029 0.0 0.0 0.0 -0.41
H 4.541 0.750 -3.441 0.0 0.0 0.0 0.22
H 4.593 1.814 -2.079 0.0 0.0 0.0 0.24
H 3.371 -1.313 -3.204 0.0 0.0 0.0 0.22
H 2.827 -1.774 -1.628 0.0 0.0 0.0 0.07
```
Forces are in eV/Å.


> What is the formula in the fifth record?

C4H8ClNO5S2


> Look up the max |F| of the second one.

5.5 eV Å⁻¹